Formula: C54H44N7O2P3SSe2V
Source: the OMol25 dataset
Level of theory: the ωB97M-V functional and the def2-TZVPD basis

XYZ file:
```
114
C54H44N7O2P3SSe2V | the OMol25 dataset | the ωB97M-V functional and the def2-TZVPD basis
V -1.040 -1.155 0.692
N -3.052 -7.406 5.373
C -2.916 -6.409 4.488
C -4.045 -5.695 4.040
C -3.912 -4.675 3.134
C -2.635 -4.350 2.643
C -1.500 -5.045 3.086
C -1.641 -6.061 3.992
S -2.503 -3.041 1.588
O -1.436 -3.200 0.544
O -3.787 -2.624 1.120
N -1.730 -1.715 2.315
C -2.589 -0.781 3.001
N -3.323 -1.207 3.993
C -4.100 -0.266 4.532
C -4.112 1.038 4.067
C -3.299 1.344 2.984
N -2.532 0.411 2.429
H -3.955 -7.668 5.728
H -2.256 -7.925 5.699
H -5.024 -5.959 4.414
H -4.773 -4.131 2.793
H -0.525 -4.791 2.715
H -0.771 -6.606 4.329
H -4.724 -0.574 5.356
H -4.743 1.785 4.518
H -3.262 2.334 2.548
Se -0.968 5.552 0.740
P 0.372 4.459 -0.437
C 2.121 4.812 -0.172
C 2.932 5.301 -1.192
C 4.244 5.661 -0.922
C 4.750 5.537 0.360
C 3.939 5.066 1.385
C 2.629 4.714 1.127
C 0.049 4.438 -2.217
C -0.937 5.263 -2.749
C -1.167 5.271 -4.116
C -0.415 4.462 -4.952
C 0.577 3.641 -4.430
C 0.809 3.631 -3.067
C 0.179 2.693 -0.003
C -0.376 1.580 -0.572
N -0.308 0.619 0.370
N 0.257 1.128 1.462
N 0.569 2.357 1.259
P -1.369 1.124 -1.969
Se -2.198 -0.861 -1.376
C -0.316 0.942 -3.394
C 1.024 0.608 -3.185
C 1.860 0.413 -4.270
C 1.363 0.547 -5.558
C 0.032 0.884 -5.768
C -0.814 1.084 -4.690
C -2.793 2.169 -2.217
C -3.834 1.700 -3.029
C -4.940 2.498 -3.252
C -5.022 3.753 -2.657
C -4.010 4.200 -1.829
C -2.892 3.410 -1.603
H 2.551 5.429 -2.194
H 4.864 6.048 -1.715
H 5.768 5.825 0.569
H 4.322 4.998 2.390
H 1.991 4.375 1.931
H -1.512 5.891 -2.085
H -1.927 5.914 -4.528
H -0.592 4.477 -6.016
H 1.173 3.024 -5.085
H 1.605 3.011 -2.664
H 1.416 0.505 -2.176
H 2.898 0.159 -4.110
H 2.016 0.398 -6.405
H -0.346 0.999 -6.772
H -1.837 1.374 -4.866
H -3.800 0.713 -3.469
H -5.743 2.139 -3.876
H -5.889 4.372 -2.832
H -4.079 5.161 -1.342
H -2.137 3.778 -0.919
C 2.022 -6.236 2.389
C 2.433 -5.153 3.148
C 2.210 -3.857 2.701
C 1.568 -3.638 1.488
C 1.162 -4.735 0.723
C 1.385 -6.023 1.172
P 1.320 -1.967 0.781
C 2.238 -0.770 1.759
C 3.211 0.051 1.190
C 3.820 1.038 1.954
C 3.455 1.212 3.278
C 2.465 0.418 3.841
C 1.848 -0.559 3.083
C 2.070 -2.160 -0.859
C 3.460 -2.297 -0.959
C 4.039 -2.649 -2.164
C 3.243 -2.900 -3.275
C 1.867 -2.793 -3.179
C 1.281 -2.425 -1.974
H 2.209 -7.241 2.734
H 2.948 -5.308 4.086
H 2.572 -3.033 3.299
H 0.673 -4.593 -0.230
H 1.072 -6.861 0.566
H 3.480 -0.047 0.150
H 4.570 1.671 1.508
H 3.931 1.979 3.871
H 2.163 0.577 4.862
H 1.035 -1.138 3.519
H 4.093 -2.154 -0.094
H 5.111 -2.745 -2.234
H 3.699 -3.193 -4.208
H 1.243 -2.996 -4.034
H 0.200 -2.354 -1.920
```

Properties
Total charge = +2
Frontier orbital gap (spin up / spin down) = 0.184 / 0.211 hartree
ΔE to the lowest compared entry with this formula, charge and spin = 1.094 eV
Spin multiplicity = 2
Calculated total energy = -266307.7518 eV

=====

Formula: C39H51AsGdN2PSi2
Source: the OMol25 dataset
Level of theory: the ωB97M-V functional and the def2-TZVPD basis

XYZ file:
```
97
C39H51AsGdN2PSi2 | the OMol25 dataset | the ωB97M-V functional and the def2-TZVPD basis
Gd -0.389 -0.004 -0.142
N 2.199 -0.030 0.585
C 2.919 1.034 -0.110
C 4.101 0.770 -0.773
C 4.771 1.818 -1.442
C 4.229 3.105 -1.500
C 3.049 3.388 -0.854
C 2.359 2.346 -0.166
P 0.730 2.726 0.536
C 0.142 4.334 0.005
C -0.594 4.417 -1.219
C -0.965 5.658 -1.716
C -0.464 6.860 -1.138
C 0.328 6.772 -0.010
C 0.637 5.531 0.564
C 1.079 3.043 2.307
C 2.324 2.673 2.919
C 2.513 2.907 4.278
C 1.577 3.683 5.038
C 0.342 4.035 4.432
C 0.098 3.653 3.102
H 2.703 -0.897 0.450
H 2.184 0.165 1.591
H 4.558 -0.244 -0.719
H 5.740 1.614 -1.881
H 4.743 3.915 -2.000
H 2.668 4.398 -0.834
H -1.030 3.512 -1.688
H -1.687 5.653 -2.520
H -0.718 7.891 -1.559
H 0.729 7.693 0.442
H 1.282 5.503 1.420
H 3.123 2.224 2.321
H 3.431 2.486 4.745
H 1.753 3.852 6.141
H -0.431 4.528 5.030
H -0.809 3.958 2.586
C -2.898 -3.479 0.335
Si -3.365 -2.000 -0.759
C -5.261 -2.125 -1.065
C -2.858 -1.950 -2.586
C -2.805 -0.406 0.077
C -2.299 -0.536 1.462
C -3.062 -0.030 2.598
C -2.512 -0.094 3.860
C -1.278 -0.785 4.056
C -0.680 -1.381 2.946
N -1.039 -1.086 1.668
Si -3.811 1.056 -0.471
C -3.883 1.283 -2.342
C -3.004 2.552 0.429
C -5.654 1.114 0.099
H -3.259 -4.442 -0.092
H -3.347 -3.410 1.316
H -1.794 -3.571 0.440
H -5.437 -2.978 -1.742
H -5.549 -1.199 -1.661
H -5.889 -2.203 -0.189
H -2.743 -2.939 -2.984
H -1.921 -1.424 -2.758
H -3.629 -1.444 -3.124
H -4.084 0.285 2.425
H -2.957 0.427 4.739
H -0.892 -0.925 5.063
H 0.101 -2.119 3.068
H -2.899 1.083 -2.769
H -4.169 2.340 -2.567
H -4.642 0.685 -2.863
H -1.921 2.366 0.589
H -3.420 2.820 1.401
H -3.083 3.432 -0.293
H -6.272 0.352 -0.436
H -6.103 2.094 -0.039
H -5.754 0.908 1.197
C 0.012 -4.120 -2.675
As 0.876 -2.924 -1.325
C 1.187 -4.233 0.097
C 2.720 -3.100 -2.090
C 3.516 -4.365 -1.864
C 4.359 -4.423 -0.725
C 5.327 -5.441 -0.632
C 5.515 -6.375 -1.666
C 4.600 -6.355 -2.724
C 3.565 -5.412 -2.761
H 0.645 -4.995 -2.898
H -0.145 -3.522 -3.575
H -1.003 -4.398 -2.270
H 1.351 -5.210 -0.365
H 0.330 -4.338 0.749
H 2.041 -3.927 0.719
H 3.227 -2.272 -1.605
H 2.603 -2.942 -3.158
H 4.155 -3.771 0.139
H 6.072 -5.448 0.162
H 6.349 -7.096 -1.676
H 4.698 -7.103 -3.520
H 2.855 -5.470 -3.587
```

Properties
Total charge = +2
Frontier orbital gap (spin up / spin down) = 0.204 / 0.265 hartree
ΔE to the lowest compared entry with this formula, charge and spin = 0.000 eV
Spin multiplicity = 8
Calculated total energy = -150955.5356 eV

=====

- What is the total charge in the second record?
  +2